[1]
Entry from OMol25: an isolated molecule of ClH3O3SSi at a distorted geometry (the ωB97M-V functional and the def2-TZVPD basis).

Output
- Maximum force: 0.08891 Eh/bohr
- LUMO energy: 0.003 Ha
- ΔE to the lowest compared entry with this formula, charge and spin: 293.5 kJ/mol
- Gap between HOMO and LUMO: 11.831 eV
- HOMO level: -11.75 eV

Geometry (Å):
O (-1.6708, 1.3825, -1.0489)
O (-1.4140, -0.1111, 0.9625)
O (0.5814, 0.4047, -0.5675)
Si (0.8092, -1.1683, -0.0384)
S (-0.8726, 0.8564, 0.0196)
Cl (-0.2984, 2.4061, 1.0825)
H (1.9757, -1.0070, -0.8825)
H (1.0249, -0.8680, 1.3228)
H (-0.1356, -1.8953, -0.8501)



[2]
Entry from OMol25: an isolated molecule of ClH4NSi at a distorted geometry (the ωB97M-V functional and the def2-TZVPD basis).

Output
- Maximum force: 0.06932 Eh/bohr
- LUMO energy: 0.032 Ha
- SMILES: N[SiH2]Cl
- ΔE to the lowest compared entry with this formula, charge and spin: 20.1 kJ/mol
- Gap between HOMO and LUMO: 10.798 eV
- HOMO level: -9.93 eV

Geometry (Å):
N (0.5651, -0.0068, 0.7941)
Si (-0.7985, 0.4996, -0.2040)
Cl (-2.1360, 1.5865, 0.7193)
H (1.2638, -0.7821, 0.6275)
H (1.0676, 0.7742, 1.2678)
H (-1.4728, -0.6092, -0.7387)
H (-0.3644, 1.4941, -1.2765)



[3]
Entry from OMol25: a cluster of 2 separate species, ClH4PSi in total at a distorted geometry (the ωB97M-V functional and the def2-TZVPD basis).

Output
- Maximum force: 0.03621 Eh/bohr
- LUMO energy: -0.037 Ha
- ΔE to the lowest compared entry with this formula, charge and spin: 240.4 kJ/mol
- Gap between HOMO and LUMO: 7.814 eV
- HOMO level: -8.81 eV

Geometry (Å):
Si (4.0876, 1.2178, -0.0525)
P (0.5970, -0.6671, 0.6469)
Cl (3.5403, -0.7366, -0.0682)
H (4.4150, 1.5420, -1.4526)
H (1.2758, -0.6045, -0.5291)
H (0.2311, 0.6744, 0.5327)
H (-0.6029, -1.0811, 0.0189)



[4]
Entry from OMol25: a cluster of 2 separate species, ClH5N3OP in total at a distorted geometry (the ωB97M-V functional and the def2-TZVPD basis).

Output
- Maximum force: 0.05424 Eh/bohr
- LUMO energy: -0.012 Ha
- ΔE to the lowest compared entry with this formula, charge and spin: 273.3 kJ/mol
- Gap between HOMO and LUMO: 8.635 eV
- HOMO level: -8.96 eV

Geometry (Å):
N (-0.3790, -1.0209, 0.4759)
N (-1.8139, 0.3406, -0.4057)
N (0.6895, -0.9683, -0.1619)
O (1.5572, 1.4189, 1.1275)
P (1.7575, 0.7747, -0.1482)
Cl (3.5739, -0.3395, 0.2162)
H (-0.2860, -0.3495, 1.2410)
H (-2.1993, 0.5558, 0.5369)
H (-2.5296, 0.0392, -1.0735)
H (-1.1818, 1.0944, -0.7939)
H (0.8116, -1.5454, -1.0142)



[5]
Entry from OMol25: an isolated molecule of ClH5N3P at a distorted geometry (the ωB97M-V functional and the def2-TZVPD basis).

Output
- Maximum force: 0.06880 Eh/bohr
- LUMO energy: 0.009 Ha
- SMILES: N=P(N)(N)Cl
- ΔE to the lowest compared entry with this formula, charge and spin: 82.1 kJ/mol
- Gap between HOMO and LUMO: 9.915 eV
- HOMO level: -9.67 eV

Geometry (Å):
N (0.1630, 0.5161, 1.6978)
P (-0.2572, -0.0406, 0.3267)
N (0.2165, -1.6284, 0.2381)
N (0.6130, 1.0262, -1.3649)
Cl (-2.2932, -0.0544, -0.1559)
H (-0.3011, 1.3159, 2.0912)
H (0.9116, -1.8570, -0.4545)
H (0.6000, -1.9121, 1.1177)
H (0.1740, 1.9332, -1.2681)
H (0.1735, 0.7010, -2.2282)



[6]
Entry from OMol25: a structure of composition ClH5N3PS at a distorted geometry (the ωB97M-V functional and the def2-TZVPD basis).

Output
- Maximum force: 0.07068 Eh/bohr
- LUMO energy: -0.005 Ha
- ΔE to the lowest compared entry with this formula, charge and spin: 157.4 kJ/mol
- Gap between HOMO and LUMO: 8.919 eV
- HOMO level: -9.05 eV

Geometry (Å):
N (1.5879, -0.1642, 1.1214)
N (0.0753, 0.1675, -1.6603)
N (-1.0673, -1.0504, 0.2786)
P (-0.3319, 0.4293, -0.0782)
S (-1.1849, 2.1246, 0.2904)
Cl (-2.7764, -1.0490, -0.0775)
H (1.3308, 0.1304, 2.0598)
H (2.2447, 0.5313, 0.7752)
H (0.5385, -0.7217, -1.7999)
H (0.4943, 0.9470, -2.1473)
H (-0.9110, -1.3448, 1.2378)



[7]
Entry from OMol25: a structure of composition ClH6O3Zn at a distorted geometry (the ωB97M-V functional and the def2-TZVPD basis).

Output
- Maximum force: 0.05692 Eh/bohr
- LUMO energy: -0.366 Ha
- ΔE to the lowest compared entry with this formula, charge and spin: 158.3 kJ/mol
- Gap between HOMO and LUMO: 4.247 eV
- Net charge: +1
- HOMO level: -14.22 eV

Geometry (Å):
Zn (-3.4287, 1.1558, -0.3450)
Cl (-1.4090, 0.0810, 0.0702)
O (0.0342, -0.1479, 2.9279)
H (-0.3490, -0.0811, 2.0479)
H (0.9665, -0.3440, 2.7771)
O (0.5347, 2.0040, -2.4872)
H (1.4185, 1.8930, -2.1190)
H (-0.0588, 1.6929, -1.7996)
O (0.9643, -2.2221, -0.0508)
H (0.0493, -1.9286, -0.0663)
H (1.2781, -2.1029, -0.9552)



[8]
Entry from OMol25: a cluster of 2 separate species, ClHN2O in total at a distorted geometry (the ωB97M-V functional and the def2-TZVPD basis).

Output
- Maximum force: 0.05235 Eh/bohr
- LUMO energy: 0.022 Ha
- SMILES: N#[N+][O-].Cl
- ΔE to the lowest compared entry with this formula, charge and spin: 89.3 kJ/mol
- Gap between HOMO and LUMO: 12.413 eV
- HOMO level: -11.83 eV

Geometry (Å):
N (-0.7910, -1.1855, 1.0367)
N (-1.3207, -0.5274, 0.3225)
O (-1.8411, 0.2307, -0.3756)
Cl (2.3261, 0.6507, 0.0975)
H (1.6266, 0.8315, -1.0811)



[9]
Entry from OMol25: a cluster of 2 separate species, ClHN4 in total at a distorted geometry (the ωB97M-V functional and the def2-TZVPD basis).

Output
- Maximum force: 0.07746 Eh/bohr
- LUMO energy (alpha / beta): -0.029 / -0.029 Ha
- ΔE to the lowest compared entry with this formula, charge and spin: 801.6 kJ/mol
- Gap between HOMO and LUMO (alpha / beta): 8.454 / 8.371 eV
- HOMO level (alpha / beta): -9.23 / -9.15 eV

Geometry (Å):
N (1.8533, 0.3099, -0.0185)
N (0.8466, -0.2635, 0.2666)
N (-0.2276, -0.5789, 0.3214)
N (-1.9446, 0.1808, -1.0112)
Cl (-3.1440, -0.3459, -0.1580)
H (2.6162, 0.6976, 0.5997)



[10]
Entry from OMol25: a cluster of 2 separate species, ClHN6 in total at a distorted geometry (the ωB97M-V functional and the def2-TZVPD basis).

Output
- Maximum force: 0.09799 Eh/bohr
- LUMO energy: -0.040 Ha
- ΔE to the lowest compared entry with this formula, charge and spin: 14.4 kJ/mol
- Gap between HOMO and LUMO: 8.970 eV
- HOMO level: -10.06 eV

Geometry (Å):
N (1.3457, -0.7975, 0.9808)
N (-0.6746, 1.5671, 0.9919)
N (1.4523, 0.0244, 1.7343)
N (-0.9242, 1.1467, 0.0003)
N (1.1564, -1.7057, 0.2224)
N (-0.9492, 0.4516, -0.9655)
Cl (-1.7244, 0.8611, -2.5053)
H (0.3179, -1.5477, -0.4588)